No. 1
The following is a DFT calculation (wB97M-V/def2-TZVPD) of 4 unconnected molecules or ions with the total composition C2H13NO3S.

CARTESIAN COORDINATES (ANGSTROEM)
S  3.048  0.939  -0.099
O  -4.957  -2.698  2.521
O  -0.230  3.093  1.333
O  1.999  -2.367  -1.364
N  -0.914  0.638  -1.167
C  0.309  0.382  -0.400
C  1.507  0.919  -1.102
H  2.499  -2.241  -0.561
H  0.262  0.788  0.611
H  -1.716  0.351  -0.629
H  2.431  0.886  1.109
H  -0.155  2.897  0.392
H  0.345  3.840  1.516
H  -0.932  0.124  -2.032
H  2.406  -3.096  -1.835
H  0.387  -0.689  -0.167
H  1.413  1.962  -1.440
H  -4.025  -2.889  2.569
H  -5.549  -3.389  2.811
H  1.870  0.548  -2.069

Total charge = 0
LUMO energy = 0.634 eV
Multiplicity = 1
SMILES string = NCCS.O.O.O

---

No. 2
The following is a DFT calculation (wB97M-V/def2-TZVPD) of 4 unconnected molecules or ions with the total composition C2H13NO3S.

CARTESIAN COORDINATES (ANGSTROEM)
S  1.272  0.738  0.799
O  2.234  -2.560  2.345
O  -2.599  1.490  0.195
O  0.071  3.589  0.400
N  -0.983  -1.134  -2.079
C  -0.161  -1.203  -0.785
C  0.620  0.165  -0.805
H  -0.659  -1.930  -2.631
H  1.436  0.280  -1.517
H  0.757  3.922  0.971
H  -2.548  2.273  -0.369
H  -0.256  2.740  0.708
H  2.543  -2.252  3.203
H  1.957  -3.470  2.459
H  -0.804  -1.182  0.082
H  -3.551  1.355  0.207
H  -0.116  0.833  -1.263
H  -1.942  -1.428  -1.851
H  2.414  -0.039  0.696
H  0.316  -2.185  -0.765

Total charge = 0
LUMO energy = 0.634 eV
Multiplicity = 1
SMILES string = NCCS.O.O.O

---

No. 3
The following is a DFT calculation (wB97M-V/def2-TZVPD) of 5 unconnected molecules or ions with the total composition C2H13NO4.

CARTESIAN COORDINATES (ANGSTROEM)
O  1.237  1.924  -0.716
O  1.472  -0.671  0.164
O  0.983  -0.440  3.960
O  1.634  2.523  2.069
N  -1.431  -2.046  -1.448
C  -2.497  -0.748  -3.182
C  -2.265  -0.905  -1.871
H  0.166  -0.047  4.360
H  2.139  1.887  -0.399
H  -1.155  -2.615  -2.196
H  2.320  -0.930  -0.075
H  1.366  -0.753  1.130
H  -0.650  -1.853  -0.811
H  1.647  0.038  4.403
H  1.434  3.366  2.228
H  0.854  2.143  1.566
H  0.742  1.013  -0.774
H  -3.319  -0.102  -3.482
H  -2.768  -0.320  -1.152
H  -1.907  -1.464  -3.772

Total charge = -1
<S²> = 0.75
LUMO energy (spin up / spin down) = 3.607 / 3.548 eV
Multiplicity = 2

---

No. 4
The following is a DFT calculation (wB97M-V/def2-TZVPD) of 4 unconnected molecules or ions with the total composition C2H13NO4.

CARTESIAN COORDINATES (ANGSTROEM)
O  -2.844  -2.920  -4.862
O  0.293  0.670  4.212
O  -1.167  2.701  2.100
O  2.913  -0.266  -0.932
N  0.855  0.641  -0.052
C  -0.357  0.003  -0.626
C  1.974  -0.252  0.142
H  -0.909  2.779  1.180
H  -2.839  -2.975  -3.898
H  -1.237  0.630  -0.579
H  -0.141  1.496  3.944
H  -0.201  -0.324  -1.648
H  0.852  0.884  4.968
H  -2.709  -3.848  -5.104
H  -0.568  -0.880  -0.013
H  2.390  -0.296  -1.741
H  -1.529  1.819  2.213
H  1.110  1.385  -0.696
H  1.627  -1.269  0.331
H  2.487  0.023  1.061

Total charge = 0
LUMO energy = 0.493 eV
Multiplicity = 1
SMILES string = CNCO.O.O.O

---

The records above yield energy values of -762.625013, -762.616496, -439.615969, -439.674065 Eh, respectively.
The records above yield energy above the lowest of the compared OMol25 structures with the same formula, charge and spin values of 17.59, 22.93, 29.81, 30.57 kcal/mol, respectively.